Record 1
{"formula": "C5H9N", "method": "ωB97M-V with the def2-TZVPD basis set", "homo_ev": -7.71, "e_lumo_ev": 0.986, "total_energy_ha": -250.57878, "symbols": ["C", "N", "C", "C", "C", "C", "H", "H", "H", "H", "H", "H", "H", "H", "H"], "positions_angstrom": [[-1.05123, 0.66348, -0.80954], [-1.25347, -2.00215, 0.18028], [-0.02525, -1.26594, 0.36443], [0.01931, 0.03948, 0.09299], [1.16463, 0.75857, 0.44935], [1.56409, 1.95580, -0.03643], [-1.73872, 1.31525, -0.27117], [-1.62462, -0.27280, -1.11263], [-0.78508, 1.24948, -1.72213], [-1.74265, -1.98723, -0.68975], [-1.49628, -2.89705, 0.61920], [0.85272, -1.89879, 0.62536], [1.85502, 0.48213, 1.37019], [0.84993, 2.62114, -0.55127], [2.57466, 2.49461, 0.10550]]}

Record 2
{"formula": "C5H9N", "method": "ωB97M-V with the def2-TZVPD basis set", "homo_ev": -9.08, "e_lumo_ev": 1.046, "total_energy_ha": -250.59148, "symbols": ["C", "C", "C", "C", "C", "N", "H", "H", "H", "H", "H", "H", "H", "H", "H"], "positions_angstrom": [[0.42248, -0.82867, -1.48465], [0.32354, 0.60854, -1.06589], [-0.72975, 1.39482, -1.28403], [0.76841, -0.76128, 2.40846], [-0.43423, -0.43847, 1.99306], [-1.58355, -0.17013, 1.66122], [0.70033, -1.46249, -0.63462], [1.19990, -0.95677, -2.24773], [-0.52395, -1.19321, -1.89670], [1.19195, 1.01733, -0.54831], [-1.61333, 1.02877, -1.80569], [-0.74073, 2.43494, -0.96870], [-1.63043, 0.34524, 0.77752], [1.32022, -0.09213, 3.05783], [1.21028, -1.70816, 2.12058]]}

Record 3
{"formula": "C5H9N", "method": "ωB97M-V with the def2-TZVPD basis set", "charge": 1, "spin_multiplicity": 2, "homo_ev": [-13.80, -13.77], "e_lumo_ev": [-5.354, -7.818], "total_energy_ha": -250.26585, "symbols": ["N", "C", "C", "C", "C", "C", "H", "H", "H", "H", "H", "H", "H", "H", "H"], "positions_angstrom": [[1.20831, -0.99170, -2.36760], [1.08282, -0.87311, -0.93472], [-1.99522, 0.27844, 1.79169], [-1.02392, 1.16413, 1.49108], [0.15709, 0.70406, 0.86583], [0.19911, 0.18715, -0.43970], [2.08081, -0.60370, -2.69978], [0.42991, -0.60715, -2.88293], [2.07346, -0.80169, -0.47368], [0.60596, -1.78944, -0.52869], [-2.58916, 0.40592, 2.68417], [-2.02170, -0.69821, 1.32352], [-1.09649, 2.11806, 1.99868], [1.12374, 0.66212, 1.36962], [-0.23471, 0.84511, -1.19750]]}

Record 4
{"formula": "C5H9N", "method": "ωB97M-V with the def2-TZVPD basis set", "charge": 1, "spin_multiplicity": 2, "homo_ev": [-15.61, -15.66], "e_lumo_ev": [-5.896, -8.742], "total_energy_ha": -250.22227, "symbols": ["C", "C", "C", "C", "C", "N", "H", "H", "H", "H", "H", "H", "H", "H", "H"], "positions_angstrom": [[1.34739, -0.68674, 1.34031], [0.27136, -1.30481, 0.34651], [-0.56838, -0.13960, -0.28928], [-1.81877, 0.24719, 0.12793], [-0.04486, 1.68928, -1.80939], [0.19545, 0.46061, -1.39242], [1.97464, -1.48579, 1.46541], [1.92379, 0.19647, 0.80797], [1.22490, -0.17366, 2.34331], [-0.46984, -1.91358, 1.00532], [0.77316, -1.95425, -0.41027], [-2.49802, -0.59911, 0.58505], [-2.21186, 1.00190, -0.48271], [0.68149, 2.24782, -2.29498], [-0.78045, 2.41426, -1.34274]]}

Record 5
{"formula": "C5H9N", "method": "ωB97M-V with the def2-TZVPD basis set", "charge": 1, "spin_multiplicity": 2, "homo_ev": [-12.87, -12.86], "e_lumo_ev": [-4.883, -6.959], "total_energy_ha": -250.25958, "symbols": ["C", "C", "N", "C", "C", "C", "H", "H", "H", "H", "H", "H", "H", "H", "H"], "positions_angstrom": [[0.64941, -0.17258, -0.69290], [0.36757, -1.02132, -1.72503], [0.82845, -2.34058, -1.67459], [-0.40019, 0.81923, -0.05319], [-0.30702, 0.80350, 1.44258], [-0.58020, 1.83595, 2.33212], [1.67628, -0.14800, -0.25873], [-0.15754, -0.62825, -2.66593], [0.16828, -2.97794, -2.10267], [1.29420, -2.76902, -0.86366], [-1.41122, 0.73654, -0.53862], [-0.30501, 1.92142, -0.44403], [-0.26438, -0.21772, 1.86047], [-0.15960, 1.62914, 3.32227], [-1.39902, 2.52962, 2.06192]]}

Record 6
{"formula": "C5H9N", "method": "ωB97M-V with the def2-TZVPD basis set", "charge": 1, "spin_multiplicity": 2, "homo_ev": [-13.88, -15.50], "e_lumo_ev": [-4.509, -7.179], "total_energy_ha": -250.33973, "symbols": ["N", "C", "C", "C", "C", "C", "H", "H", "H", "H", "H", "H", "H", "H", "H"], "positions_angstrom": [[1.40080, -0.30370, -1.16261], [0.32250, -0.71874, -0.46061], [-0.41297, 0.09356, 0.38533], [-0.24615, 1.51769, 0.42316], [-1.15101, 2.27732, 1.09846], [0.06838, -2.21246, -0.51147], [2.35271, -0.55710, -0.91427], [1.46712, 0.71411, -1.28752], [-1.16523, -0.22758, 1.08347], [0.58011, 2.05711, -0.03619], [-1.05627, 3.32989, 1.18340], [-1.85682, 1.84621, 1.83298], [-0.42221, -2.62104, 0.38961], [0.88719, -2.86621, -0.80024], [-0.76816, -2.32904, -1.22349]]}

Record 7
{"formula": "C5H9N2", "method": "ωB97M-V with the def2-TZVPD basis set", "charge": 1, "homo_ev": [-12.61, -12.61], "e_lumo_ev": [-4.454, -4.454], "total_energy_ha": -305.11446, "symbols": ["C", "C", "C", "C", "C", "N", "N", "H", "H", "H", "H", "H", "H", "H", "H", "H"], "positions_angstrom": [[-0.12048, 0.92235, 0.27352], [0.98425, 0.14856, 0.01725], [-2.49485, 0.59913, 0.16692], [-0.83598, -1.15872, -0.22457], [2.36306, 0.55495, 0.05306], [-1.27169, 0.22004, 0.08296], [0.62234, -1.10667, -0.14624], [-0.21912, 1.98896, 0.31510], [-2.95756, 1.53784, 0.40051], [-3.13012, -0.29947, 0.02285], [-1.17920, -1.83660, 0.57512], [-1.05794, -1.45742, -1.35234], [2.77237, 0.19564, -1.00237], [2.92928, -0.03470, 0.92837], [2.45081, 1.69149, 0.21645], [1.14482, -1.96538, -0.32658]]}

Record 8
{"formula": "C5H9N2", "method": "ωB97M-V with the def2-TZVPD basis set", "charge": 1, "homo_ev": -14.19, "e_lumo_ev": -3.429, "total_energy_ha": -305.20009, "symbols": ["C", "C", "C", "C", "N", "C", "N", "H", "H", "H", "H", "H", "H", "H", "H", "H"], "positions_angstrom": [[-0.71860, -0.30039, 2.19573], [0.12783, 0.65816, 1.26915], [0.10961, 0.27734, -0.16988], [-0.25853, 1.04177, -1.23829], [0.05924, 0.23061, -2.33697], [0.61402, -0.90866, -1.96634], [0.50388, -0.94625, -0.61747], [-0.64644, 0.07788, 3.20948], [-1.72602, -0.31123, 1.80188], [-0.20579, -1.26079, 2.19182], [-0.15844, 1.68199, 1.46881], [1.16016, 0.56308, 1.62131], [-0.71436, 2.01068, -1.30362], [0.04788, 0.53278, -3.29498], [0.86005, -1.64766, -2.71076], [0.94552, -1.69931, -0.11984]]}

Record 9
{"formula": "C5H9N2", "method": "ωB97M-V with the def2-TZVPD basis set", "charge": 1, "homo_ev": -14.06, "e_lumo_ev": -5.644, "total_energy_ha": -305.05342, "symbols": ["C", "C", "C", "C", "C", "N", "N", "H", "H", "H", "H", "H", "H", "H", "H", "H"], "positions_angstrom": [[1.60244, 0.30235, 0.91239], [-0.74261, 0.86036, 0.24563], [0.25860, -0.01985, 0.11854], [-2.16061, 0.53579, -0.25409], [0.10061, -1.37111, -0.54847], [3.05895, 0.07461, -1.01615], [2.50476, 0.34553, -0.09153], [1.40471, 1.42021, 1.35265], [2.03752, -0.35947, 1.69202], [-0.61789, 1.80306, 0.85841], [-2.07058, -0.06734, -1.03416], [-2.74181, 1.39393, -0.38637], [-2.61403, -0.01362, 0.58596], [0.79823, -2.13227, -0.27582], [0.22118, -1.26085, -1.60089], [-1.03946, -1.51132, -0.55811]]}

Record 10
{"formula": "C5H9N2", "method": "ωB97M-V with the def2-TZVPD basis set", "charge": 1, "homo_ev": -14.88, "e_lumo_ev": -3.391, "total_energy_ha": -305.07040, "symbols": ["C", "C", "C", "C", "C", "N", "N", "H", "H", "H", "H", "H", "H", "H", "H", "H"], "positions_angstrom": [[3.49224, -1.02135, -0.20774], [-0.72291, 0.04708, -0.34896], [-3.01178, 0.23495, 0.55879], [-2.08577, -0.33215, -0.56982], [1.90500, 0.78821, 0.22149], [0.40652, 0.20520, -0.09675], [3.01045, 0.16673, 0.10150], [4.59236, -1.11169, -0.22219], [-3.65221, 0.99629, 0.20676], [-2.39139, 0.82547, 1.26132], [-3.62080, -0.51886, 1.01591], [-2.16622, -1.36479, -0.92575], [-2.26379, 0.30843, -1.44074], [1.77808, 1.00049, 1.34833], [1.79030, 1.67336, -0.38354], [2.93991, -1.89739, -0.51862]]}

The following ΔE to the lowest compared entry with this formula, charge and spin values (in kcal/mol) correspond, in order, to the records above: 55.32; 47.35; 64.46; 91.81; 68.40; 18.10; 72.53; 18.79; 110.83; 100.17.